{
  "formula": "C34H94N12O15",
  "method": "wB97M-V/def2-TZVPD",
  "e_tot_ha": -3137.30092,
  "e_homo_ha": -0.314,
  "smiles": "COCCNCCOC.COCCNCCOC.COCCNCCOC.COCCNCCOC.NC(N)=O.NC(N)=O.NC(N)=O.NC(N)=O.CCO.CCO.CCO",
  "multiplicity": 1,
  "e_above_lowest_kcal_mol": 10.7,
  "elements": ["O", "N", "H", "H", "O", "C", "N", "H", "O", "H", "H", "C", "H", "C", "C", "N", "H", "N", "H", "O", "H", "O", "H", "H", "H", "C", "C", "C", "C", "N", "N", "H", "H", "C", "H", "H", "H", "H", "H", "O", "H", "C", "H", "H", "H", "H", "H", "H", "H", "H", "C", "H", "H", "H", "H", "H", "H", "C", "H", "H", "H", "H", "C", "C", "H", "C", "C", "N", "H", "H", "H", "H", "H", "O", "H", "N", "C", "C", "H", "H", "H", "C", "C", "C", "H", "H", "H", "C", "H", "H", "H", "H", "H", "N", "H", "C", "H", "H", "N", "H", "H", "O", "H", "H", "H", "N", "H", "H", "H", "H", "C", "H", "H", "C", "H", "H", "H", "H", "O", "O", "H", "C", "H", "C", "H", "H", "O", "H", "H", "H", "O", "C", "C", "C", "H", "H", "H", "H", "C", "C", "H", "H", "H", "H", "C", "N", "H", "H", "C", "O", "H", "H", "O", "O", "H"],
  "coordinates": [[-1.979, -1.697, 1.475], [3.456, 3.396, 1.579], [-1.133, 1.481, 6.050], [0.943, -10.311, 0.094], [4.610, 3.652, -0.169], [-3.484, -0.659, -1.978], [0.410, 0.343, -0.006], [1.539, -8.769, 1.989], [2.516, -0.844, 4.006], [-1.705, -0.223, 4.109], [1.236, 6.377, -5.806], [2.285, -1.710, 5.129], [-0.290, -1.042, 8.335], [-2.242, 2.577, -0.241], [0.920, -7.988, 1.547], [2.865, 4.189, -6.025], [0.184, -2.574, -2.772], [-1.730, -3.791, 2.126], [-2.151, 1.504, -6.150], [4.887, -3.234, 0.371], [4.521, -0.922, 0.391], [2.358, 0.815, 1.129], [6.107, -2.105, 2.978], [-0.531, -0.020, 0.056], [0.403, -2.886, 0.344], [2.491, 5.164, -7.024], [-0.492, -3.284, -2.295], [3.368, 4.901, -4.875], [1.639, 0.752, -5.455], [4.622, 5.211, 1.478], [1.090, -5.621, 0.907], [3.264, 5.928, -7.104], [1.203, -0.395, 2.855], [5.264, -2.467, 1.223], [0.167, 6.617, 2.680], [1.833, -1.166, 5.959], [2.420, -3.980, 1.065], [4.099, 3.129, -3.923], [-5.144, -3.324, 4.915], [2.080, 3.574, -3.339], [-0.267, -0.624, 1.966], [-2.447, 0.371, 4.644], [5.371, -0.554, 1.907], [-0.169, 4.318, -8.589], [-1.235, 5.547, -7.870], [2.466, 4.657, -7.989], [-1.195, -2.629, -1.780], [2.189, -7.136, 0.009], [-1.025, -3.745, -3.126], [-0.846, 1.302, -3.616], [-2.374, 3.281, -2.512], [-3.229, 0.342, -3.438], [1.623, 1.040, -6.506], [0.222, -5.902, 0.474], [1.343, 5.129, 1.315], [-2.134, -4.684, 2.370], [-3.700, -2.791, -1.965], [-0.676, 0.095, -5.799], [2.615, 0.281, -5.341], [-6.630, 0.267, 5.453], [-1.466, -0.619, -5.567], [-1.761, -0.226, 8.668], [3.404, 3.937, -3.695], [4.211, 4.102, 0.880], [-3.239, 2.236, -0.521], [-3.980, -1.483, 5.144], [0.993, -3.424, -0.398], [0.701, -0.336, 1.981], [-1.318, 3.814, -7.370], [3.053, 2.525, 1.265], [-0.323, -9.846, -0.967], [-4.483, -2.283, 1.733], [2.650, -6.757, 1.665], [0.262, -4.113, -1.403], [0.389, -7.509, 2.369], [-3.872, -0.147, 4.700], [-0.670, 4.635, -7.675], [2.016, 2.793, -2.157], [-2.407, 1.236, 3.982], [2.481, 1.823, -2.336], [0.085, 2.823, 1.118], [-2.458, -2.758, 1.812], [0.023, 3.431, 2.020], [1.414, -2.862, 4.575], [1.743, -2.739, -0.794], [2.649, -4.738, -0.439], [-0.345, 5.259, 0.986], [-1.722, 3.094, -3.977], [-2.448, -0.625, -1.640], [3.393, 3.683, 2.545], [3.959, 4.376, -2.866], [-2.442, 3.464, 0.361], [-3.153, -2.122, 4.834], [-3.763, -2.960, 1.940], [1.983, 3.768, -5.769], [-1.220, 1.493, -5.582], [-0.391, 0.730, 7.964], [-1.023, 3.357, 2.315], [-1.596, 1.654, -4.194], [-3.304, 2.713, -2.475], [-3.910, 0.271, -1.603], [0.109, 4.824, -6.569], [-2.384, 3.640, -4.650], [2.748, 5.756, -4.607], [-5.353, -2.174, 3.641], [5.904, -2.845, 2.321], [-2.736, 1.181, 6.580], [0.412, -2.558, 4.273], [0.703, 0.888, -0.804], [3.288, -2.094, 5.316], [-0.917, -0.225, 7.979], [0.960, 2.632, -1.938], [-0.583, 2.308, -5.925], [0.362, 4.928, 1.746], [-5.211, -1.958, -1.933], [1.666, 1.676, -4.877], [-0.728, 3.540, -3.959], [4.331, 5.385, -5.037], [-0.039, -8.475, 0.555], [0.578, -0.218, -5.175], [3.400, -0.689, 3.667], [-6.807, -0.651, 4.892], [-6.667, -0.532, 3.818], [1.799, -6.900, 0.999], [1.267, -9.043, -0.947], [-4.226, -2.060, -0.439], [-6.372, -1.889, 5.371], [0.617, 2.910, 2.772], [4.010, 5.759, 2.065], [-2.523, 4.311, -2.187], [-1.532, 2.801, -1.484], [-5.209, -2.253, 4.719], [-4.202, -1.931, -1.521], [1.105, 5.811, -6.728], [-3.846, -1.405, 6.223], [5.280, 5.748, 0.933], [0.931, 6.488, -7.565], [1.919, -3.416, 3.783], [1.286, 0.231, 0.986], [1.873, -4.524, 0.296], [-0.720, -3.803, 2.120], [-1.633, 1.953, 0.413], [5.931, -3.811, 2.612], [1.310, -3.491, 5.459], [0.458, -9.432, -0.329], [5.067, -1.201, 1.194], [-7.866, -0.868, 5.027], [-4.108, -3.845, 2.282], [-1.908, 0.715, 6.044], [0.005, 5.700, 2.912], [-0.537, 0.048, -6.879], [-4.455, -0.171, 3.877], [-1.481, -0.468, 6.700], [-3.565, -0.552, -3.341], [2.374, 3.418, -1.339]],
  "forces_ev_per_a": [[0.600, 1.935, -0.675], [-4.605, -2.803, 5.064], [0.456, -0.120, -0.415], [-0.182, -0.130, 0.954], [1.319, 0.644, -2.683], [-0.532, -0.412, 1.721], [0.146, 0.891, -3.360], [-0.140, -0.458, -0.308], [-0.919, 1.269, -0.046], [-0.173, -1.103, 0.199], [-0.550, 0.042, 0.039], [0.871, -0.699, -2.607], [0.245, -0.026, -0.604], [0.057, 0.480, -1.029], [-0.347, 0.121, -0.704], [0.281, 0.640, -0.327], [0.325, 0.093, -0.197], [2.005, -3.327, 1.042], [-0.043, 0.271, -0.347], [-0.561, -1.100, -1.235], [0.104, 0.776, 0.348], [1.405, -0.090, -1.186], [0.157, -0.725, 0.224], [0.333, -0.075, -0.132], [-0.572, 0.034, -0.175], [-0.732, -0.202, -0.712], [0.821, 1.378, 0.327], [-0.348, -0.506, 1.306], [-0.319, -0.756, -0.697], [1.674, 3.473, 0.465], [0.263, -0.246, 0.342], [-0.033, 0.169, 0.029], [0.123, -0.133, -0.011], [0.075, -2.717, 0.044], [-0.061, 0.148, 0.140], [0.103, -0.041, -0.060], [0.048, -0.157, 0.340], [-0.560, -0.861, -0.429], [0.679, -0.061, 0.128], [0.291, -0.035, -0.631], [0.120, -0.280, -0.205], [-0.834, 0.314, -0.374], [-0.266, -0.023, -0.551], [0.459, 0.071, -0.063], [-0.332, -0.016, -0.293], [-0.180, 0.048, -0.249], [-0.290, -0.230, 0.440], [0.256, -0.429, -0.136], [0.227, -0.938, 0.508], [0.194, 0.046, 0.233], [0.891, 0.326, -0.700], [0.426, 0.364, -1.379], [-0.283, 0.068, -0.239], [-0.133, 0.971, -0.824], [0.339, -0.189, 0.596], [0.009, 0.256, -0.109], [0.180, -0.063, 0.107], [0.891, 0.766, -1.208], [-0.258, -0.393, 0.364], [0.899, -0.257, 0.101], [0.467, -0.242, 0.586], [0.057, 0.558, 0.471], [0.933, 0.901, 0.252], [2.394, -0.233, -2.778], [0.027, -0.793, 0.417], [1.061, -1.660, 1.637], [1.015, -1.760, 0.400], [-1.247, -2.398, 4.030], [-0.457, 0.139, -0.431], [0.023, -0.296, -0.025], [-0.226, 0.518, 0.069], [0.716, 0.080, -0.102], [0.198, -0.150, 0.079], [-0.925, 0.200, -0.477], [-0.569, -0.319, -0.075], [0.929, 0.967, -0.758], [-1.292, -0.565, -0.447], [-0.717, 0.638, -0.297], [-0.498, 0.542, 0.443], [0.482, 0.038, 0.526], [0.364, 0.271, -0.160], [-0.099, 1.238, -0.154], [0.190, 0.587, -0.244], [0.364, 0.328, 1.639], [-0.180, 0.342, -0.408], [-0.118, -0.978, -0.129], [-0.033, -0.174, -0.465], [-0.475, 0.115, 3.952], [0.374, -0.366, 0.193], [-0.574, -0.591, -0.037], [-0.444, 0.500, 0.507], [0.302, 0.698, -0.318], [0.550, -0.047, -0.365], [-2.851, -0.760, 0.217], [-0.073, -0.469, 0.355], [-0.472, -1.276, 0.420], [0.172, -0.017, 0.331], [-0.013, 0.219, 0.236], [-0.617, 1.028, -0.377], [-0.339, 0.067, -0.230], [-0.486, -0.122, 0.881], [1.482, 0.543, 1.128], [0.069, -0.477, -0.357], [-0.456, 0.116, 0.266], [-0.021, 0.236, -0.262], [1.557, -0.957, 2.581], [-0.282, -0.043, 0.316], [0.122, 0.216, -0.074], [-0.411, -0.220, -0.044], [-0.238, -0.298, 1.028], [-1.110, -0.026, -0.094], [-0.210, -0.017, -0.245], [0.362, -0.104, -0.149], [-1.724, -0.836, 0.036], [-0.117, 0.206, 0.150], [-0.592, -0.123, 0.409], [0.018, 0.462, -0.215], [0.382, -0.592, -0.289], [0.291, 0.294, 1.524], [0.179, 1.073, 0.385], [0.109, -0.394, 0.534], [-3.148, -0.298, 0.377], [0.378, 0.123, -0.066], [0.672, 0.941, -0.198], [-0.129, 0.408, -0.428], [0.060, 0.118, -0.154], [0.643, 0.524, 0.137], [0.216, 0.376, 0.108], [0.043, -0.251, -0.131], [-0.578, 0.458, -0.899], [0.495, -1.003, 1.032], [0.360, -0.556, 0.580], [0.224, 0.309, -0.317], [1.856, -0.138, -0.304], [-0.468, -0.829, 0.334], [-0.166, 0.045, 0.114], [-0.581, 0.187, 0.049], [-0.003, 0.164, 0.025], [-0.752, 2.014, 0.574], [-1.337, 1.205, -0.159], [-0.137, 0.368, -0.266], [-0.382, -0.425, -0.459], [0.054, 0.359, -0.195], [-0.327, -0.603, -0.169], [0.976, -0.489, -0.674], [-1.197, 4.487, -1.196], [-0.613, 1.037, -0.384], [0.082, 0.230, -0.127], [-0.968, -0.207, -0.265], [0.878, -0.350, -0.141], [0.172, -0.328, -0.389], [0.890, 1.249, -0.869], [0.730, -0.262, -0.474], [0.054, -0.018, -1.456], [0.663, -0.652, 0.234]],
  "mulliken_charge": [-0.58, 0.07, 0.65, 0.32, -0.65, 0.92, 0.73, 0.40, -0.50, -0.10, 0.34, -0.26, 0.23, -0.44, -0.75, -0.21, 0.33, -0.25, 0.56, -0.65, 0.06, -1.02, 0.15, -0.23, -0.48, -0.98, -0.58, -0.44, -0.56, -0.51, 0.13, 0.47, 0.10, 0.81, 0.30, 0.15, 0.00, 0.33, 0.38, 0.07, -0.50, -0.17, 0.13, 0.36, 0.37, 0.37, -0.02, 0.34, 0.35, 0.02, -1.17, 0.21, 0.39, 0.32, 0.26, 0.17, 0.31, -1.00, 0.37, 0.25, 0.33, 0.34, -0.91, 0.60, 0.47, -0.28, 0.50, 0.80, 0.17, 0.16, 0.27, 0.15, 0.33, -0.42, 0.30, -0.19, -0.83, -0.12, 0.43, 0.57, -0.28, 0.57, -0.34, -0.61, 0.48, 0.42, 0.26, -0.22, -0.36, 0.24, 0.52, 0.32, 0.11, -0.29, -0.01, -0.13, 0.36, 0.44, 0.22, 0.44, 0.20, -0.16, 0.54, 0.21, 0.35, -0.43, 0.33, -0.09, -0.52, 0.39, -0.94, -0.72, -0.27, -0.47, 0.48, -0.05, 0.00, 0.46, -0.30, -0.33, 0.14, -0.75, 0.33, -0.52, 0.29, -0.28, -0.45, 0.44, 0.22, 0.39, 0.05, -0.73, -0.80, -0.53, 0.36, 0.27, 0.47, 0.17, 0.49, -0.95, -0.09, -0.32, 0.22, 0.46, -0.76, -0.26, 0.31, 0.11, -0.89, -0.55, 0.42, 0.29, -0.25, -0.65, 0.22]
}


{
  "formula": "C3H4N4",
  "method": "wB97M-V/def2-TZVPD",
  "e_tot_ha": -335.64677,
  "e_homo_ha": -0.374,
  "smiles": "[H]/N=C\\n1nccn1",
  "multiplicity": 1,
  "e_above_lowest_kcal_mol": 79.4,
  "elements": ["N", "H", "H", "H", "C", "C", "N", "N", "C", "N", "H"],
  "coordinates": [[-0.088, 1.903, 1.772], [0.700, -1.305, -2.444], [0.300, -2.772, -0.166], [-0.618, 2.392, -0.167], [-0.256, 1.657, 0.594], [0.373, -0.978, -1.416], [-0.329, 0.374, 0.090], [-0.342, -0.852, 0.766], [0.221, -1.736, -0.256], [-0.081, 0.311, -1.235], [0.120, 1.007, 2.461]],
  "forces_ev_per_a": [[1.430, -1.038, 5.418], [-0.479, 0.443, 1.469], [0.123, -1.260, 0.620], [0.861, -0.443, 0.643], [-2.345, 0.231, -1.424], [-1.015, 1.304, -1.188], [-0.142, -4.455, -2.257], [2.761, -0.019, -3.572], [-2.382, 4.903, 1.960], [1.883, -2.336, 0.992], [-0.695, 2.672, -2.662]],
  "mulliken_charge": [-0.54, 0.35, 0.42, 0.32, 0.12, -0.15, 0.78, -0.65, -0.27, -0.70, 0.32]
}